1.
The following is a DFT calculation (ωB97M-V/def2-TZVPD) of C3H2O3 in the gas phase at a distorted geometry.

Geometry as XYZ:
```
8
Properties=species:S:1:pos:R:3:nbo_charge:R:1
O 1.26656 -1.46905 -0.13317 -0.434
C 1.29420 -0.22875 0.13731 0.298
C 0.14621 0.66428 0.11090 0.371
O 0.40141 1.80811 -0.06622 -0.436
C -1.37505 0.18811 -0.11416 0.338
O -1.74271 -0.96528 0.08656 -0.433
H 2.24208 0.22169 0.20186 0.152
H -2.03636 1.04613 -0.10352 0.143
```

SMILES string = O=CC(=O)C=O
Lowest unoccupied orbital energy = -1.7 eV
Energy relative to the best compared isomer or geometry (same formula, charge and spin) = 51.7 kcal/mol
Net charge = 0

---

2.
The following is a DFT calculation (ωB97M-V/def2-TZVPD) of 2 unconnected molecules or ions with the total composition C10H16OS at a distorted geometry.

Geometry as XYZ:
```
28
Properties=species:S:1:pos:R:3:nbo_charge:R:1
C 2.91264 0.59563 -0.12987 -0.605
C 1.48401 0.03081 -0.11430 -0.416
C 0.45292 1.00297 -0.64412 -0.038
C 0.39146 2.31417 -0.18215 -0.194
C -0.68521 3.15034 -0.50213 -0.246
C -1.62526 2.71371 -1.41972 0.265
O -2.63026 3.56034 -1.84608 -0.704
C -1.57692 1.40602 -1.86918 -0.251
C -0.55888 0.53935 -1.48288 -0.193
H 3.13843 1.32901 0.64720 0.203
H 3.23004 1.07655 -1.05623 0.211
H 3.58263 -0.25421 0.03171 0.208
H 1.52198 -0.82482 -0.78865 0.201
H 1.25495 -0.34955 0.88197 0.216
H 1.09282 2.76442 0.51005 0.212
H -0.58023 4.19440 -0.23233 0.221
H -3.40061 3.46022 -1.32464 0.481
H -2.38372 1.13840 -2.54439 0.220
H -0.46067 -0.46354 -1.87716 0.211
C 0.38275 -3.95331 1.26085 -0.740
S -0.46571 -3.39909 2.75960 0.185
C -1.52400 -2.17555 1.94667 -0.756
H 1.06656 -3.16913 0.93168 0.207
H 0.98455 -4.84235 1.41351 0.229
H -0.29002 -4.12794 0.42658 0.211
H -1.40731 -1.14782 2.29204 0.223
H -2.57334 -2.45730 2.03635 0.220
H -1.33360 -2.11174 0.87561 0.221
```

SMILES string = CCc1ccc(O)cc1.CSC
Lowest unoccupied orbital energy = 0.7 eV
Energy relative to the best compared isomer or geometry (same formula, charge and spin) = 16.3 kcal/mol
Net charge = 0

---

3.
The following is a DFT calculation (ωB97M-V/def2-TZVPD) of a molecular structure, C27H27BaN2OS4 at a distorted geometry.

Geometry as XYZ:
```
62
Properties=species:S:1:pos:R:3:lowdin_charge:R:1
Ba 0.49831 1.37381 -0.30326 1.397
C -2.61817 -2.76114 0.14078 -0.037
C -2.04527 -2.05734 -1.06897 -0.182
C -0.89980 -2.56574 -1.68993 -0.187
C -0.15696 -3.72500 -1.06357 -0.044
C -0.42214 -1.97652 -2.86472 -0.189
C 0.76445 -2.57854 -3.58457 -0.045
C -1.04991 -0.83715 -3.38072 -0.199
C -0.46156 -0.11999 -4.57624 -0.043
C -2.19242 -0.32574 -2.75754 -0.202
C -2.91334 0.85970 -3.35984 -0.037
C -2.66596 -0.91180 -1.57934 -0.194
C -3.81130 -0.26820 -0.82851 -0.037
H -3.69257 -2.60552 0.21147 0.075
H -2.15950 -2.40170 1.06641 0.077
H -2.44992 -3.83469 0.07734 0.075
H -0.52339 -4.68669 -1.43548 0.092
H -0.26880 -3.71494 0.01872 0.074
H 0.90819 -3.66310 -1.27589 0.073
H 1.70369 -2.14593 -3.22725 0.096
H 0.69871 -2.40674 -4.65667 0.072
H 0.80815 -3.65455 -3.43082 0.072
H -0.89290 -0.47955 -5.51511 0.093
H 0.61589 -0.26177 -4.62240 0.073
H -0.64142 0.95129 -4.51024 0.077
H -3.97395 0.83595 -3.11997 0.074
H -2.82424 0.85686 -4.44432 0.075
H -2.50463 1.80580 -2.99069 0.096
H -4.78152 -0.63083 -1.18095 0.093
H -3.79034 0.81319 -0.95016 0.080
H -3.74052 -0.47251 0.23768 0.064
C -2.14887 -1.77161 4.16868 -0.104
C -2.10435 -0.69202 3.29711 -0.097
C -0.89240 -0.18947 2.85603 -0.067
C 0.30676 -0.76032 3.29652 -0.256
C 0.25421 -1.82018 4.20754 -0.031
C -0.96071 -2.33175 4.62329 -0.099
N 1.57130 -0.29229 2.95649 0.069
N 1.67610 0.17818 1.81175 -0.104
C 2.89511 0.78234 1.47306 -0.394
C 3.96523 0.90800 2.37993 -0.041
C 5.13532 1.50423 1.97141 -0.106
C 5.26397 1.94848 0.65591 -0.105
C 4.21541 1.78519 -0.23633 -0.162
C 2.99152 1.22221 0.13933 -0.337
H -3.10196 -2.16604 4.49732 0.096
H -3.02733 -0.22663 2.97195 0.105
H -0.86625 0.69169 2.22598 -0.036
H 1.18665 -2.23497 4.56809 0.106
H -0.98690 -3.15923 5.32156 0.096
H 3.85060 0.52768 3.38656 0.094
H 5.95326 1.62438 2.67153 0.093
H 6.18363 2.42640 0.33412 0.092
H 4.34782 2.13832 -1.25567 0.077
O 2.98767 7.37161 1.90686 -0.115
C 2.26960 6.46187 1.54965 -1.073
S 1.65895 5.20779 2.61750 0.916
C 0.68737 4.31776 1.42733 -1.229
C 0.73064 4.78797 0.15395 -1.263
S -0.09001 4.15128 -1.21885 0.208
S 1.74312 6.22050 -0.11167 0.907
S -0.21233 2.97768 2.01790 0.325
```

Lowest unoccupied orbital energy = 2.0 eV
Energy relative to the best compared isomer or geometry (same formula, charge and spin) = 26.9 kcal/mol
Net charge = -1

---

4.
The following is a DFT calculation (ωB97M-V/def2-TZVPD) of a gas-phase ion, C4H9N2S (charge +1) at a distorted geometry.

Geometry as XYZ:
```
16
Properties=species:S:1:pos:R:3:nbo_charge:R:1
C 0.12946 1.78765 -0.66646 -0.645
C -0.01674 0.97531 0.62512 -0.360
S -1.76472 0.41678 0.78212 0.276
C -1.59001 -1.01558 -0.34487 -0.351
N -0.24631 -1.44128 -0.07668 -0.533
C 0.56438 -0.56417 0.47062 0.585
N 1.76405 -0.87502 0.93845 -0.712
H -0.27011 1.20227 -1.58285 0.217
H 1.06225 2.12736 -1.04066 0.242
H -0.61613 2.55379 -0.62680 0.257
H 0.32813 1.42565 1.53544 0.263
H -1.65591 -0.68748 -1.34403 0.226
H -2.34286 -1.82216 -0.02738 0.269
H 0.17855 -2.21798 -0.43484 0.416
H 2.37170 -0.07662 1.03735 0.433
H 2.10426 -1.78852 0.75545 0.417
```

SMILES string = C[C@H]1SCNC1=[NH2+]
Lowest unoccupied orbital energy = -3.6 eV
Energy relative to the best compared isomer or geometry (same formula, charge and spin) = 23.4 kcal/mol
Net charge = +1

---

5.
The following is a DFT calculation (ωB97M-V/def2-TZVPD) of a molecular structure, C3H6KO4 at a distorted geometry.

Geometry as XYZ:
```
14
Properties=species:S:1:pos:R:3:mulliken_spin:R:1
C 1.99672 -0.77060 1.29835 0.913
C 0.71830 -0.96093 0.57884 -0.088
O 0.36858 0.21451 -0.12106 0.010
C -0.88917 0.15981 -0.86192 -0.001
O -1.03879 -0.76495 -1.69243 0.005
O -0.81617 1.48401 -1.44851 0.001
K -0.06716 2.76282 0.30954 0.017
H 2.26501 -1.45637 2.10241 0.014
H 2.73738 -0.05926 0.92956 0.027
H -0.08462 -1.26196 1.27386 0.029
H 0.81103 -1.75958 -0.18547 0.074
H -1.42691 1.69189 -2.15236 -0.001
O -1.86070 0.28926 0.19541 0.000
H -2.71348 0.43136 -0.22623 0.000
```

Lowest unoccupied orbital energy (spin up / spin down) = -0.7 / -0.8 eV
2S+1 = 2
Energy relative to the best compared isomer or geometry (same formula, charge and spin) = 0.0 kcal/mol
Net charge = 0

---

6.
The following is a DFT calculation (ωB97M-V/def2-TZVPD) of C24H32N2O3 in the gas phase.

Geometry as XYZ:
```
61
Properties=species:S:1:pos:R:3:nbo_charge:R:1
C 0.93598 -2.84194 3.63837 -0.239
O 0.49171 -1.83807 2.75380 -0.515
C 0.72000 -1.92776 1.40965 0.325
C 0.54493 -0.72937 0.72705 -0.249
C 0.72235 -0.63734 -0.64674 -0.144
C 0.57187 0.65550 -1.37350 0.671
O 1.27083 0.95808 -2.32494 -0.638
N -0.43112 1.44044 -0.91977 -0.599
C -0.56189 2.82199 -1.30909 -0.249
C -0.48886 3.76780 -0.07918 0.162
N 0.44635 3.13584 0.87013 -0.473
C 1.83017 3.11722 0.42782 -0.424
C 0.38105 3.56123 2.25273 -0.409
C -1.88520 3.88281 0.56109 -0.421
C -2.91078 4.58606 -0.32700 -0.395
C -2.41475 5.97271 -0.71937 -0.397
C -1.06346 5.86761 -1.41612 -0.398
C -0.04081 5.17663 -0.51873 -0.424
C 1.11019 -1.77040 -1.34679 -0.169
C 1.27085 -2.97355 -0.68814 -0.281
C 1.07243 -3.08254 0.68410 0.219
O 1.20200 -4.26279 1.37102 -0.509
C 1.68059 -5.40174 0.69202 -0.100
C 0.71357 -5.98941 -0.30854 0.030
C -0.65251 -5.78419 -0.17727 -0.241
C -1.53239 -6.33716 -1.09062 -0.196
C -1.05531 -7.10759 -2.13663 -0.216
C 0.30662 -7.32164 -2.26833 -0.204
C 1.18771 -6.76269 -1.36064 -0.239
H 1.99788 -3.05899 3.50112 0.177
H 0.36288 -3.76496 3.53027 0.184
H 0.77751 -2.43119 4.63583 0.187
H 0.30270 0.13834 1.32212 0.226
H -0.90469 1.17077 -0.07318 0.400
H -1.50983 2.95956 -1.83384 0.198
H 0.24382 3.02667 -2.01780 0.235
H 1.90139 2.84003 -0.61850 0.217
H 2.34126 4.07934 0.57501 0.168
H 2.36040 2.35961 1.00730 0.202
H 1.16885 3.04150 2.79694 0.205
H -0.56844 3.27311 2.69940 0.198
H 0.53339 4.64192 2.39474 0.162
H -1.80664 4.47142 1.47502 0.209
H -2.24564 2.88701 0.82837 0.204
H -3.11739 4.00502 -1.22692 0.194
H -3.84988 4.67033 0.22499 0.211
H -3.13904 6.45739 -1.37698 0.209
H -2.31266 6.58871 0.17754 0.192
H -1.17307 5.30976 -2.34737 0.197
H -0.69977 6.86608 -1.66990 0.210
H 0.91178 5.11100 -1.04600 0.213
H 0.11119 5.78589 0.37653 0.199
H 1.27493 -1.70300 -2.41035 0.232
H 1.53918 -3.84635 -1.26090 0.226
H 2.64524 -5.18833 0.21087 0.185
H 1.85564 -6.13085 1.49307 0.208
H -1.02351 -5.18305 0.63977 0.222
H -2.59335 -6.16666 -0.98314 0.215
H -1.74203 -7.53975 -2.84911 0.214
H 0.68450 -7.92118 -3.08327 0.214
H 2.25126 -6.92484 -1.46799 0.208
```

SMILES string = COc1cc(C(=O)NCC2(N(C)C)CCCCC2)ccc1OCc1ccccc1
Lowest unoccupied orbital energy = 0.8 eV
Energy relative to the best compared isomer or geometry (same formula, charge and spin) = 41.7 kcal/mol
Net charge = 0